185
Properties=species:S:1:pos:R:3:forces:R:3:lowdin_charge:R:1 method="wB97M-V/def2-TZVPD" fmax_ev_per_a=5.29 homo_energy_ev=-11.96 orbital_gap_ev=8.734 charge=+2
C 1.1611 -1.2800 -2.2174 0.23 -0.40 -0.52 0.014
N -0.2683 -0.8522 -2.5189 3.02 -1.42 -0.23 -0.310
C -0.0983 0.2186 -3.4877 -0.27 -0.13 -2.37 -0.024
C -0.9079 -2.0674 -3.1445 1.05 -0.06 1.21 0.067
C -0.9190 -0.3317 -1.3278 -0.06 -0.32 1.24 -0.116
C -0.5656 -1.0551 -0.0530 -0.69 0.83 1.77 -0.248
O -1.1496 -2.3209 -0.0089 -0.14 -1.06 -0.81 -0.056
H 1.2253 -2.2003 -1.6458 -0.39 -0.10 -0.03 0.110
H 1.7407 -0.5303 -1.7305 -0.12 0.96 0.73 0.077
H 1.6664 -1.3985 -3.1728 -0.26 -0.36 -0.16 0.117
H 0.5747 0.9825 -3.1320 -0.16 0.31 0.49 0.107
H -1.0952 0.5513 -3.7277 -0.12 0.71 -0.02 0.083
H 0.3236 -0.1949 -4.4306 -0.27 0.06 0.73 0.094
H -0.1209 -2.5785 -3.6853 -0.12 0.10 -0.55 0.098
H -1.6879 -1.7380 -3.7824 -0.89 -0.03 -0.42 0.094
H -1.1597 -2.7208 -2.3085 -0.58 0.16 -0.23 0.104
H -1.9740 -0.4982 -1.4125 -0.68 0.27 -0.45 0.132
H -0.7110 0.7379 -1.2869 0.02 -0.11 0.24 0.115
H -1.0781 -0.4665 0.7363 0.40 0.20 -0.22 0.116
H 0.4766 -1.1120 0.2566 0.24 0.30 -0.45 0.097
H -0.9052 -2.7691 0.8154 -0.09 0.15 0.15 0.038
C -3.5442 0.2907 4.7212 -0.34 -1.11 -0.14 0.000
N -2.9422 1.5988 4.3999 1.47 -0.10 -0.88 -0.328
C -1.7151 1.4327 3.4735 -0.53 -0.06 -0.23 0.035
C -3.9282 2.3394 3.5993 -0.33 0.83 -0.90 -0.004
C -2.6210 2.2919 5.6701 -0.59 0.60 1.22 -0.113
C -1.9125 3.6208 5.5416 -0.12 -0.36 0.23 -0.218
O -0.5408 3.3779 5.2794 0.16 0.83 0.46 -0.069
H -4.4572 0.4316 5.3072 0.25 0.11 -0.04 0.126
H -2.8681 -0.4105 5.2161 0.20 0.61 0.14 0.101
H -3.7997 -0.1979 3.7882 -0.14 0.01 -0.19 0.105
H -1.0418 0.6621 3.7801 0.16 -0.33 0.85 0.060
H -1.1862 2.3625 3.3476 -0.14 0.41 0.28 0.085
H -2.0523 1.1100 2.4929 -0.45 0.02 0.03 0.092
H -4.8074 2.5495 4.1788 -0.42 -0.07 0.41 0.112
H -4.1847 1.6859 2.7693 -0.11 0.23 -0.11 0.108
H -3.5594 3.3066 3.2070 0.16 -0.72 0.25 0.121
H -2.0736 1.5950 6.3360 -0.28 0.40 -0.49 0.160
H -3.5903 2.5770 6.1297 0.30 -0.71 -0.14 0.150
H -2.0803 4.1564 6.4914 0.24 -0.21 -0.28 0.143
H -2.4359 4.2167 4.7780 0.56 0.05 -0.06 0.124
H -0.0251 3.9286 5.8919 -0.08 -0.23 -0.48 0.109
C -4.1038 2.0788 -8.2269 0.15 -0.09 1.40 0.055
N -4.1073 2.2093 -6.6944 1.49 0.92 -1.30 -0.335
C -2.9545 3.2024 -6.3653 0.16 -0.94 0.13 0.031
C -5.3125 2.8566 -6.1890 -0.41 0.87 0.57 -0.009
C -3.9486 0.9054 -6.0369 0.80 -0.08 1.40 -0.136
C -2.7839 0.1090 -6.4612 1.48 -0.98 -0.29 -0.261
O -1.5713 0.8237 -6.3219 1.04 -0.27 -0.16 -0.116
H -4.1911 3.0976 -8.5778 -0.17 0.01 -0.40 0.102
H -4.9412 1.4454 -8.4945 -0.09 0.04 -0.24 0.114
H -3.1483 1.6382 -8.5312 -0.32 0.15 0.09 0.109
H -2.8789 3.2926 -5.2830 -0.09 -0.14 0.05 0.085
H -3.1844 4.1748 -6.7790 -0.35 0.05 -0.24 0.102
H -2.0129 2.8077 -6.7667 -0.55 0.08 0.13 0.095
H -5.0906 3.1023 -5.1443 -0.38 -0.25 -0.02 0.110
H -6.2359 2.2611 -6.2747 0.58 0.18 -0.19 0.127
H -5.3512 3.8133 -6.7020 -0.62 0.01 -0.14 0.106
H -4.7987 0.2782 -6.2136 -0.87 0.00 -0.18 0.144
H -3.8315 1.0550 -4.9556 -0.35 0.44 -0.16 0.126
H -2.8917 -0.2170 -7.5059 -0.03 -0.40 0.37 0.115
H -2.7567 -0.7575 -5.7678 -0.23 0.08 -0.80 0.121
H -0.7761 0.1976 -6.4516 -1.32 0.39 0.22 0.072
C 4.0898 -3.0761 5.2578 -0.55 0.13 0.96 -0.053
C 3.1023 -1.9274 5.2174 0.69 0.28 -0.82 -0.131
N 3.3512 -1.0931 3.9367 -0.85 0.86 0.00 -0.189
C 4.6945 -0.4264 4.0399 0.46 -0.45 0.75 0.023
C 3.3197 -2.0491 2.7693 1.21 -0.47 -0.42 -0.164
C 3.2796 -1.4162 1.3822 -0.41 -0.29 0.21 -0.035
C 2.2347 0.0164 3.7655 0.54 -1.66 0.32 -0.064
C 1.8374 0.6507 5.0629 -0.57 -0.32 -0.14 -0.223
O 2.9171 0.8834 5.9397 -0.54 1.28 0.28 -0.202
C 2.6242 2.0508 6.7427 0.02 -0.99 0.49 -0.053
H 5.0809 -2.6477 5.1915 0.34 -0.43 -0.02 0.077
H 3.8911 -3.8036 4.4933 0.16 -0.37 -0.28 0.056
H 3.9928 -3.5825 6.2261 0.07 0.16 -0.17 0.101
H 3.3016 -1.2706 6.0514 -0.23 0.20 0.07 0.119
H 2.0684 -2.2363 5.1926 -0.32 -0.13 -0.01 0.104
H 4.8314 0.0269 5.0212 -0.40 -0.04 -0.14 0.111
H 4.8803 0.3126 3.3016 -0.52 0.71 -0.84 0.092
H 5.4867 -1.1512 3.9183 -0.03 -0.42 -0.08 0.096
H 2.5511 -2.7943 2.9630 -0.55 0.34 -0.13 0.124
H 4.2523 -2.6382 2.8529 -0.32 0.46 -0.10 0.115
H 2.3438 -0.8988 1.1934 -0.05 -0.01 -0.10 0.050
H 3.4614 -2.1545 0.5962 -0.33 -0.27 0.29 0.094
H 4.0632 -0.7070 1.2286 0.51 0.66 0.20 0.071
H 1.3325 -0.4532 3.3814 0.05 -0.54 0.03 0.105
H 2.5200 0.7210 3.0017 0.86 -0.06 0.20 0.066
H 1.0705 0.0416 5.5685 0.17 0.03 0.05 0.135
H 1.3149 1.5439 4.6922 0.20 0.33 0.58 0.115
H 3.1902 1.9886 7.6874 0.41 0.32 -0.81 0.102
H 1.5980 1.9919 7.1170 -0.26 0.12 -0.39 0.079
H 2.7802 2.9379 6.1225 0.11 0.08 0.45 0.102
C -0.3717 -6.4253 0.6593 0.25 -0.81 1.21 -0.023
C 0.4936 -6.1664 1.8945 1.18 -0.67 -0.03 -0.148
N 0.7880 -7.3996 2.7720 -0.52 -0.22 -0.01 -0.249
C 1.1946 -6.9400 4.1456 1.24 0.59 -1.28 0.034
C -0.4005 -8.3236 2.9454 -0.26 0.28 -0.12 -0.167
C -1.5809 -7.6185 3.6097 0.52 -1.36 -0.06 -0.038
C 1.8360 -8.2758 2.1016 -0.84 0.71 -0.17 -0.078
C 3.2315 -7.8499 2.3566 0.71 -0.62 -0.34 -0.221
O 3.4880 -6.5479 1.8403 0.13 -1.24 0.22 -0.190
C 4.8812 -6.3133 1.9282 0.61 0.53 1.06 -0.087
H -0.1241 -7.3210 0.0705 0.28 0.33 0.21 0.090
H -0.2221 -5.5539 0.0442 -0.55 0.28 -0.33 0.086
H -1.3838 -6.5857 1.0383 -0.18 0.48 -0.67 0.083
H 0.0685 -5.4130 2.5435 -0.22 0.00 -0.08 0.074
H 1.5105 -5.8396 1.6379 -0.49 0.10 -0.08 0.121
H 0.4847 -6.2367 4.5269 -0.68 0.07 0.27 0.090
H 2.1190 -6.3611 4.0104 -0.19 -0.27 0.19 0.108
H 1.3665 -7.7954 4.7773 -0.05 -0.21 0.28 0.120
H 0.0177 -9.1062 3.5619 -0.29 -0.47 0.10 0.122
H -0.6418 -8.7255 1.9444 0.06 0.20 0.53 0.140
H -1.6088 -6.6714 3.1328 -0.65 1.06 0.04 0.037
H -1.4493 -7.5501 4.6963 -0.11 0.18 -0.36 0.098
H -2.4937 -8.1849 3.3965 0.14 0.24 0.08 0.105
H 1.6394 -8.2191 1.0575 -0.32 0.19 -0.95 0.128
H 1.5564 -9.2781 2.3762 0.76 -0.48 0.38 0.135
H 3.9533 -8.5720 1.9365 -0.47 0.07 -0.29 0.151
H 3.3958 -7.9581 3.4121 0.48 0.59 0.86 0.115
H 5.2196 -6.5838 2.9487 -0.09 0.51 -0.20 0.100
H 5.0054 -5.2422 1.7465 0.29 -0.28 0.00 0.090
H 5.5501 -6.9095 1.2935 -0.67 0.04 -0.50 0.102
C 0.8517 3.8700 -4.5098 -0.27 0.60 0.37 -0.029
C 1.2601 5.3481 -4.2311 0.40 -0.67 0.71 -0.124
N 1.7404 5.7015 -2.8205 1.30 -1.29 -0.29 -0.239
C 3.0212 4.8622 -2.5808 -0.78 0.09 0.66 0.024
C 2.0699 7.1944 -2.7119 0.58 0.10 -1.01 -0.124
C 3.1750 7.6709 -3.7253 -0.80 -0.44 2.12 -0.040
C 0.7247 5.3096 -1.7568 1.11 0.46 -0.52 -0.095
C -0.6591 5.8558 -1.9895 -0.66 -0.40 0.55 -0.192
O -0.7392 7.2811 -2.1006 1.14 -1.08 -0.12 -0.199
C -2.0557 7.7148 -2.0228 -1.09 0.43 -0.11 -0.106
H 1.6356 3.1236 -4.4918 0.57 0.24 0.08 0.077
H 0.4331 3.8166 -5.5157 0.00 0.22 -0.02 0.084
H 0.0845 3.4974 -3.8315 -0.14 0.24 0.10 0.049
H 0.4374 6.0220 -4.3757 -0.45 0.24 -0.49 0.121
H 2.1140 5.6350 -4.8308 -0.20 -0.02 -0.45 0.109
H 3.7238 4.9043 -3.3947 0.12 0.77 -0.39 0.099
H 2.7743 3.8065 -2.5311 -0.49 0.00 0.32 0.087
H 3.4659 5.1426 -1.6215 -0.12 0.02 -0.27 0.100
H 2.3513 7.3701 -1.6553 -0.22 -0.06 -0.66 0.145
H 1.1499 7.7273 -2.9835 0.26 -0.26 0.53 0.116
H 2.8240 7.4979 -4.7136 0.12 -0.11 -0.89 0.058
H 4.1403 7.2281 -3.4992 0.06 -0.12 -0.30 0.077
H 3.2676 8.7377 -3.5782 0.03 0.30 -0.02 0.083
H 1.1873 5.6031 -0.8313 0.01 0.46 0.51 0.131
H 0.7526 4.2275 -1.7220 -0.57 -0.17 -0.16 0.103
H -1.2197 5.5659 -1.0637 0.13 -0.09 -0.87 0.137
H -1.0859 5.3145 -2.8646 -0.19 0.61 0.58 0.115
H -2.6392 7.4467 -2.9082 0.03 -0.23 -0.09 0.094
H -2.0610 8.8083 -1.9816 0.10 -0.22 0.26 0.098
H -2.5637 7.2712 -1.1543 0.05 0.27 -0.02 0.094
C -3.4202 2.6811 -0.4616 0.09 0.81 -1.22 -0.689
F -4.7294 2.5574 -0.6456 -0.33 0.02 1.02 0.144
F -3.1184 3.8040 0.2140 -0.45 -0.35 0.16 0.123
F -2.9419 1.6463 0.2150 -0.06 -0.41 0.51 0.133
S -2.7326 2.7526 -2.1365 0.88 1.36 -3.35 0.523
O -1.2982 2.9620 -1.9629 -0.34 -0.14 0.55 -0.339
O -3.0201 1.4358 -2.7139 -0.53 0.89 0.59 -0.322
O -3.3783 3.9221 -2.8142 0.59 -2.25 1.47 -0.335
C -0.1852 -2.2242 -8.5392 -0.55 -1.40 0.42 -0.721
F 0.9576 -1.6985 -8.8082 1.77 1.08 -1.50 0.177
F -1.1784 -1.3624 -8.8278 0.14 -0.33 -1.02 0.116
F -0.2844 -3.4085 -9.1918 -0.55 1.14 -0.03 0.134
S -0.2258 -2.4625 -6.7876 -0.61 -0.69 1.50 0.509
O -1.6549 -2.7215 -6.6023 1.03 0.26 0.70 -0.316
O 0.7008 -3.5155 -6.4492 -0.41 0.08 -0.07 -0.289
O 0.2759 -1.1484 -6.3197 -0.71 -0.09 0.07 -0.357
C -2.5260 -3.3378 4.2062 0.74 0.78 -1.88 -0.621
F -2.8688 -2.9433 5.4249 -0.55 -0.53 -0.43 0.155
F -2.6166 -4.6695 4.0201 -0.80 0.98 0.61 0.126
F -3.2631 -2.6658 3.2426 -0.17 -1.12 1.43 0.083
S -0.8146 -2.8541 3.8223 1.09 -0.62 0.11 0.534
O -0.0830 -3.4079 4.9736 -0.27 0.21 -1.61 -0.314
O -0.6168 -3.4786 2.4920 0.19 0.37 1.55 -0.340
O -0.8064 -1.4053 3.7469 -0.11 -0.05 0.20 -0.324
C 1.0263 2.4853 1.3601 -0.38 2.34 -0.28 -0.709
F 0.1190 3.0613 0.5385 0.29 -0.33 0.60 0.124
F 1.0810 3.2011 2.5012 -0.46 -0.15 0.01 0.125
F 0.6573 1.2703 1.6295 -1.35 -1.65 0.64 0.144
S 2.6297 2.3764 0.6513 3.34 2.73 -3.05 0.517
O 3.1273 3.7710 0.3857 -1.62 -2.74 0.67 -0.326
O 3.3673 1.6856 1.6797 0.29 -0.07 0.31 -0.320
O 2.3845 1.5893 -0.5567 -0.16 0.29 0.56 -0.318